The following is a DFT calculation (ωB97M-V/def2-TZVPD) of the ion C2H6ClN2 with charge +1 at a distorted geometry.

Geometry (Å):
H (1.39614, 2.30897, 0.41101)
N (1.05897, 1.47140, 0.08659)
C (0.33725, 0.86799, 0.92372)
Cl (-0.21812, 1.32993, 2.53855)
C (0.06943, -0.56567, 0.24133)
N (-0.54888, -0.18888, -1.06925)
H (-0.54865, -1.13666, 0.98409)
H (1.12658, -1.05398, 0.15126)
H (-0.08769, 0.75349, -1.25532)
H (-1.60183, -0.18926, -0.94768)
H (-0.26830, -0.77156, -1.84474)

Values from the calculation:
- Relative energy (zero: lowest compared OMol25 entry of this formula, charge and spin): 38.24 kcal per mole
- Kohn-Sham gap: 11.59 eV
- SMILES: [H]/N=C(\Cl)C[NH3+]
- Charge: +1
- E_HOMO: -0.573 Ha

***

The following is a DFT calculation (ωB97M-V/def2-TZVPD) of the ion C2H6ClN2 with charge +1 at a distorted geometry.

Geometry (Å):
C (0.59624, -1.67040, -0.17461)
N (0.25970, -0.55927, 0.33154)
C (-0.74068, 0.34842, -0.28309)
N (-0.42513, 1.61516, -0.04968)
Cl (-2.21995, -0.25118, 0.65824)
H (0.17733, -2.07960, -1.19214)
H (1.23103, -2.17352, 0.48069)
H (0.42313, -0.08284, 1.15164)
H (-0.84682, 0.23164, -1.30123)
H (-1.08922, 2.38663, -0.31591)
H (-0.09402, 1.86308, 0.83445)

Values from the calculation:
- Relative energy (zero: lowest compared OMol25 entry of this formula, charge and spin): 53.94 kcal per mole
- Kohn-Sham gap: 9.24 eV
- SMILES: C=[NH+][C@H](N)Cl
- Charge: +1
- E_HOMO: -0.547 Ha

***

The following is a DFT calculation (ωB97M-V/def2-TZVPD) of an isolated molecule of C2H6ClN3 at a distorted geometry.

Geometry (Å):
H (1.19706, -1.97651, -1.35703)
N (0.51957, -1.79631, -0.61521)
C (0.00841, -0.69470, -0.58704)
C (-0.79782, -0.27376, 0.63307)
Cl (0.43850, 0.19412, 1.74002)
N (0.20918, 0.34026, -1.57251)
N (-0.73364, 1.48593, -1.31606)
H (-1.50714, 0.74364, 0.41970)
H (-1.50356, -0.99500, 1.44550)
H (0.84419, 0.45062, -2.33581)
H (-0.13235, 2.43962, -1.41269)
H (-1.58193, 1.63921, -2.08977)

Values from the calculation:
- Relative energy (zero: lowest compared OMol25 entry of this formula, charge and spin): 77.54 kcal per mole
- Kohn-Sham gap: 9.93 eV
- SMILES: [H]/N=C(/CCl)NN
- E_HOMO: -0.338 Ha

***

The following is a DFT calculation (ωB97M-V/def2-TZVPD) of an isolated molecule of C2H6ClO4PS at a distorted geometry.

Geometry (Å):
C (-2.04475, 1.22918, 1.01898)
O (-1.24922, 0.78073, -0.06179)
P (0.01242, 1.66067, -0.54843)
S (2.06429, 0.13896, -0.45060)
Cl (3.54848, -0.08613, 0.79346)
O (1.69202, -1.36540, -0.12465)
C (0.45598, -1.84780, -0.78003)
O (0.47126, 0.67607, -1.60307)
O (1.32332, 1.06663, 0.58457)
H (-1.44769, 1.05387, 2.00783)
H (-2.99191, 0.47372, 0.94658)
H (-2.36334, 2.26658, 1.01022)
H (0.24299, -2.82362, -0.36447)
H (0.69013, -2.14522, -1.74527)
H (-0.40399, -1.07821, -0.68332)

Values from the calculation:
- Relative energy (zero: lowest compared OMol25 entry of this formula, charge and spin): 46.14 kcal per mole
- Kohn-Sham gap: 10.28 eV
- SMILES: COP12=S(Cl)(OC)(O1)O2
- E_HOMO: -0.351 Ha

***

Ordered E_LUMO results: -3.9997 -5.6458 0.7282 0.7455; unit eV.